# 1
A 15-piece molecular cluster, C60H90F3O44 overall at a distorted geometry. Source: OMol25; level of theory: ωB97M-V/def2-TZVPD.

Bonds (Å) are listed after each position.
Cartesian coordinates (Å):
1 C 0.771 -0.411 1.196  O2 1.433, O3 1.351, C4 1.560, H15 1.107
2 O 0.204 -0.288 -0.115  C1 1.433, C8 1.431
3 O 2.010 0.126 1.165  C1 1.351
4 C -0.215 0.229 2.221  C1 1.560, F5 1.329, F6 1.366, F7 1.377
5 F 0.212 0.458 3.458  C4 1.329
6 F -0.662 1.412 1.705  C4 1.366
7 F -1.368 -0.522 2.267  C4 1.377
8 C -0.696 -1.281 -0.615  O2 1.431, C9 1.512, H13 1.094, H14 1.095
9 C -1.199 -0.707 -1.920  C8 1.512, H10 1.091, H11 1.090, H12 1.095
10 H -1.655 0.274 -1.776  C9 1.091
11 H -0.422 -0.730 -2.684  C9 1.090
12 H -2.043 -1.298 -2.291  C9 1.095
13 H -1.517 -1.404 0.098  C8 1.094
14 H -0.237 -2.270 -0.720  C8 1.095
15 H 0.762 -1.477 1.496  C1 1.107
16 C 2.937 2.121 4.204  C17 1.509, H23 1.094, H24 1.087, H25 1.097
17 C 3.030 3.200 3.154  C16 1.509, C18 1.540, O22 1.437, H26 1.096
18 C 1.863 3.343 2.159  C17 1.540, O19 1.422, H27 1.090, H28 1.086
19 O 1.569 4.734 2.182  C18 1.422, C20 1.358
20 C 2.327 5.357 3.121  O19 1.358, O21 1.182, O22 1.339
21 O 2.215 6.499 3.402  C20 1.182
22 O 3.181 4.514 3.716  C17 1.437, C20 1.339
23 H 2.035 2.288 4.800  C16 1.094
24 H 3.846 1.944 4.773  C16 1.087
25 H 2.731 1.169 3.699  C16 1.097
26 H 3.968 3.001 2.625  C17 1.096
27 H 1.050 2.754 2.583  C18 1.090
28 H 2.082 2.941 1.175  C18 1.086
29 C 4.348 3.099 -0.850  C30 1.512, H36 1.092, H37 1.088, H38 1.092
30 C 3.694 1.820 -1.321  C29 1.512, C31 1.536, O35 1.441, H39 1.091
31 C 2.367 2.081 -2.049  C30 1.536, O32 1.419, H40 1.090, H41 1.092
32 O 2.641 1.692 -3.386  C31 1.419, C33 1.348
33 C 3.859 1.136 -3.544  O32 1.348, O34 1.180, O35 1.353
34 O 4.246 0.607 -4.526  C33 1.180
35 O 4.499 1.220 -2.355  C30 1.441, C33 1.353
36 H 4.496 3.892 -1.587  C29 1.092
37 H 5.347 2.912 -0.461  C29 1.088
38 H 3.688 3.542 -0.101  C29 1.092
39 H 3.554 1.088 -0.525  C30 1.091
40 H 2.150 3.149 -2.016  C31 1.090
41 H 1.541 1.529 -1.596  C31 1.092
42 C -0.838 3.780 -0.571  C43 1.514, H49 1.093, H50 1.093, H51 1.089
43 C -1.243 5.221 -0.343  C42 1.514, C44 1.563, O48 1.404, H52 1.093
44 C -2.300 5.692 -1.394  C43 1.563, O45 1.435, H53 1.087, H54 1.088
45 O -3.432 5.909 -0.538  C44 1.435, C46 1.336
46 C -3.142 5.738 0.754  O45 1.336, O47 1.193, O48 1.344
47 O -3.854 5.891 1.700  C46 1.193
48 O -1.912 5.214 0.891  C43 1.404, C46 1.344
49 H -0.262 3.670 -1.493  C42 1.093
50 H -1.750 3.183 -0.662  C42 1.093
51 H -0.268 3.357 0.256  C42 1.089
52 H -0.353 5.854 -0.292  C43 1.093
53 H -2.484 4.909 -2.125  C44 1.087
54 H -1.963 6.591 -1.907  C44 1.088
55 C 2.951 -1.034 6.129  C56 1.514, H62 1.089, H63 1.088, H64 1.095
56 C 2.211 -1.592 4.932  C55 1.514, C57 1.503, O61 1.445, H65 1.091
57 C 3.066 -2.295 3.915  C56 1.503, O58 1.413, H66 1.092, H67 1.096
58 O 2.453 -3.557 3.744  C57 1.413, C59 1.350
59 C 1.446 -3.717 4.630  O58 1.350, O60 1.193, O61 1.336
60 O 0.761 -4.693 4.666  C59 1.193
61 O 1.358 -2.649 5.426  C56 1.445, C59 1.336
62 H 3.520 -1.825 6.614  C55 1.089
63 H 2.291 -0.476 6.791  C55 1.088
64 H 3.704 -0.310 5.802  C55 1.095
65 H 1.574 -0.842 4.463  C56 1.091
66 H 4.133 -2.370 4.135  C57 1.092
67 H 3.049 -1.660 3.022  C57 1.096
68 C -3.911 1.882 1.413  C69 1.508, H75 1.092, H76 1.087, H77 1.092
69 C -4.043 0.750 0.427  C68 1.508, C70 1.521, O74 1.438, H78 1.096
70 C -4.760 -0.516 0.871  C69 1.521, O71 1.426, H79 1.096, H80 1.090
71 O -5.711 -0.716 -0.172  C70 1.426, C72 1.340
72 C -5.745 0.319 -1.022  O71 1.340, O73 1.197, O74 1.338
73 O -6.486 0.358 -1.962  C72 1.197
74 O -4.790 1.203 -0.716  C69 1.438, C72 1.338
75 H -4.882 2.232 1.770  C68 1.092
76 H -3.387 2.716 0.952  C68 1.087
77 H -3.385 1.464 2.274  C68 1.092
78 H -3.041 0.461 0.089  C69 1.096
79 H -5.227 -0.363 1.851  C70 1.096
80 H -4.196 -1.446 0.944  C70 1.090
81 C -0.886 -6.505 -2.468  C82 1.503, H88 1.093, H89 1.095, H90 1.091
82 C -1.102 -5.019 -2.417  C81 1.503, C83 1.552, O87 1.417, H91 1.093
83 C -2.238 -4.487 -3.330  C82 1.552, O84 1.431, H92 1.087, H93 1.088
84 O -3.008 -3.647 -2.465  C83 1.431, C85 1.347
85 C -2.652 -3.862 -1.184  O84 1.347, O86 1.194, O87 1.328
86 O -3.199 -3.454 -0.205  C85 1.194
87 O -1.585 -4.652 -1.137  C82 1.417, C85 1.328
88 H -0.194 -6.829 -3.248  C81 1.093
89 H -1.811 -7.046 -2.692  C81 1.095
90 H -0.497 -6.964 -1.558  C81 1.091
91 H -0.138 -4.555 -2.644  C82 1.093
92 H -2.860 -5.286 -3.724  C83 1.087
93 H -1.739 -3.871 -4.076  C83 1.088
94 C -1.455 3.696 3.876  C95 1.515, H101 1.089, H102 1.092, H103 1.091
95 C -2.274 4.808 4.500  C94 1.515, C96 1.547, O100 1.433, H104 1.091
96 C -3.236 4.439 5.653  C95 1.547, O97 1.403, H105 1.094, H106 1.091
97 O -2.938 5.390 6.640  C96 1.403, C98 1.363
98 C -1.756 6.017 6.380  O97 1.363, O99 1.187, O100 1.329
99 O -1.237 6.835 7.067  C98 1.187
100 O -1.381 5.731 5.137  C95 1.433, C98 1.329
101 H -0.933 3.054 4.584  C94 1.089
102 H -0.806 4.238 3.185  C94 1.092
103 H -2.068 3.074 3.222  C94 1.091
104 H -2.809 5.370 3.732  C95 1.091
105 H -3.147 3.375 5.891  C96 1.094
106 H -4.263 4.576 5.311  C96 1.091
107 C 6.762 0.716 0.109  C108 1.526, H114 1.090, H115 1.091, H116 1.090
108 C 5.867 0.794 1.342  C107 1.526, C109 1.530, O113 1.424, H117 1.091
109 C 5.462 -0.584 1.869  C108 1.530, O110 1.433, H118 1.090, H119 1.091
110 O 5.765 -0.480 3.267  C109 1.433, C111 1.361
111 C 6.451 0.664 3.532  O110 1.361, O112 1.188, O113 1.336
112 O 6.867 1.003 4.592  C111 1.188
113 O 6.662 1.332 2.395  C108 1.424, C111 1.336
114 H 7.669 0.162 0.354  C107 1.090
115 H 7.098 1.697 -0.229  C107 1.091
116 H 6.246 0.277 -0.745  C107 1.090
117 H 4.958 1.369 1.160  C108 1.091
118 H 6.092 -1.325 1.378  C109 1.090
119 H 4.383 -0.672 1.741  C109 1.091
120 C 0.537 -2.209 -5.121  C121 1.535, H127 1.092, H128 1.086, H129 1.093
121 C 1.421 -1.043 -5.586  C120 1.535, C122 1.553, O126 1.446, H130 1.092
122 C 2.595 -1.401 -6.537  C121 1.553, O123 1.413, H131 1.090, H132 1.088
123 O 2.568 -0.394 -7.528  C122 1.413, C124 1.339
124 C 1.399 0.257 -7.463  O123 1.339, O125 1.190, O126 1.346
125 O 1.092 1.168 -8.164  C124 1.190
126 O 0.621 -0.239 -6.483  C121 1.446, C124 1.346
127 H -0.343 -1.787 -4.631  C120 1.092
128 H 1.050 -2.956 -4.522  C120 1.086
129 H 0.154 -2.688 -6.025  C120 1.093
130 H 1.672 -0.375 -4.760  C121 1.092
131 H 2.515 -2.440 -6.857  C122 1.090
132 H 3.533 -1.319 -5.989  C122 1.088
133 C 0.426 3.606 -5.939  C134 1.530, H140 1.094, H141 1.086, H142 1.095
134 C -0.704 2.648 -5.555  C133 1.530, C135 1.530, O139 1.431, H143 1.092
135 C -0.712 2.137 -4.113  C134 1.530, O136 1.396, H144 1.092, H145 1.092
136 O -1.929 2.633 -3.640  C135 1.396, C137 1.339
137 C -2.598 3.404 -4.507  O136 1.339, O138 1.188, O139 1.355
138 O -3.551 4.064 -4.247  C137 1.188
139 O -1.899 3.427 -5.667  C134 1.431, C137 1.355
140 H 0.580 4.432 -5.239  C133 1.094
141 H 0.280 4.014 -6.935  C133 1.086
142 H 1.378 3.073 -5.854  C133 1.095
143 H -0.800 1.832 -6.273  C134 1.092
144 H 0.145 2.467 -3.522  C135 1.092
145 H -0.610 1.050 -4.094  C135 1.092
146 C -3.979 -0.211 -4.235  C147 1.525, H153 1.091, H154 1.088, H155 1.092
147 C -4.209 -0.906 -5.573  C146 1.525, C148 1.537, O152 1.407, H156 1.092
148 C -3.665 -0.228 -6.841  C147 1.537, O149 1.428, H157 1.088, H158 1.090
149 O -2.811 -1.219 -7.413  C148 1.428, C150 1.363
150 C -2.840 -2.362 -6.672  O149 1.363, O151 1.184, O152 1.343
151 O -2.246 -3.355 -6.927  C150 1.184
152 O -3.612 -2.181 -5.589  C147 1.407, C150 1.343
153 H -4.351 0.815 -4.234  C146 1.091
154 H -2.949 -0.267 -3.889  C146 1.088
155 H -4.619 -0.740 -3.526  C146 1.092
156 H -5.293 -1.000 -5.663  C147 1.092
157 H -3.168 0.722 -6.660  C148 1.088
158 H -4.506 -0.125 -7.527  C148 1.090
159 C -3.387 0.366 5.152  C160 1.509, H166 1.093, H167 1.092, H168 1.091
160 C -3.199 -1.091 4.809  C159 1.509, C161 1.546, O165 1.419, H169 1.092
161 C -1.804 -1.616 5.223  C160 1.546, O162 1.419, H170 1.091, H171 1.091
162 O -2.058 -2.870 5.836  C161 1.419, C163 1.359
163 C -3.372 -2.927 6.175  O162 1.359, O164 1.189, O165 1.326
164 O -3.879 -3.858 6.713  C163 1.189
165 O -4.005 -1.872 5.678  C160 1.419, C163 1.326
166 H -3.071 0.555 6.181  C159 1.093
167 H -4.440 0.654 5.151  C159 1.092
168 H -2.824 1.051 4.516  C159 1.091
169 H -3.393 -1.304 3.757  C160 1.092
170 H -1.258 -0.884 5.820  C161 1.091
171 H -1.186 -1.784 4.339  C161 1.091
172 C 2.359 -3.389 -0.825  C173 1.508, H179 1.088, H180 1.092, H181 1.093
173 C 3.009 -2.533 -1.884  C172 1.508, C174 1.530, O178 1.423, H182 1.095
174 C 4.508 -2.314 -1.675  C173 1.530, O175 1.439, H183 1.091, H184 1.090
175 O 5.027 -2.399 -3.015  C174 1.439, C176 1.347
176 C 4.144 -3.062 -3.787  O175 1.347, O177 1.194, O178 1.334
177 O 4.364 -3.552 -4.853  C176 1.194
178 O 2.973 -3.168 -3.157  C173 1.423, C176 1.334
179 H 1.414 -3.768 -1.211  C172 1.088
180 H 2.221 -2.859 0.119  C172 1.092
181 H 2.897 -4.276 -0.482  C172 1.093
182 H 2.408 -1.624 -1.986  C173 1.095
183 H 5.010 -3.060 -1.057  C174 1.091
184 H 4.747 -1.331 -1.270  C174 1.090
185 C -2.183 -6.241 3.896  C186 1.526, H192 1.092, H193 1.089, H194 1.087
186 C -2.032 -5.609 2.515  C185 1.526, C187 1.543, O191 1.439, H195 1.093
187 C -1.710 -4.101 2.579  C186 1.543, O188 1.411, H196 1.090, H197 1.091
188 O -0.608 -3.949 1.711  C187 1.411, C189 1.339
189 C -0.100 -5.136 1.358  O188 1.339, O190 1.189, O191 1.352
190 O 0.884 -5.307 0.714  C189 1.189
191 O -0.850 -6.131 1.882  C186 1.439, C189 1.352
192 H -3.048 -5.789 4.386  C185 1.092
193 H -1.299 -5.979 4.474  C185 1.089
194 H -2.297 -7.316 3.777  C185 1.087
195 H -2.790 -5.870 1.772  C186 1.093
196 H -1.578 -3.842 3.629  C187 1.090
197 H -2.596 -3.579 2.215  C187 1.091

The energy above the lowest of the compared OMol25 structures with the same formula, charge and spin comes out at 0.0 kcal/mol. The calculation puts the largest force on an atom at 2.932 eV Å⁻¹. The calculation puts the molecular weight at 1572.3 g/mol. Its lowest unoccupied orbital energy is 1.65 eV. The net charge is -1. Its electronic energy is -161929.9670 eV.

---

# 2
An isolated ion of composition C3H9N2O and charge +1 at a distorted geometry. Source: OMol25; level of theory: ωB97M-V/def2-TZVPD.

Bonds (Å) are listed after each position.
Cartesian coordinates (Å):
1 C 2.325 -0.160 -0.075  N2 1.482, H7 1.136, H8 1.029, H9 1.050
2 N 0.900 0.248 -0.067  C1 1.482, O3 1.306, C4 1.277
3 O 0.631 1.526 -0.072  N2 1.306, H10 1.069
4 C 0.056 -0.707 0.011  N2 1.277, C5 1.520, H11 1.108
5 C -1.444 -0.545 0.198  C4 1.520, N6 1.483, H12 1.211, H13 1.154
6 N -1.969 0.769 -0.247  C5 1.483, H14 0.996, H15 1.097
7 H 2.951 0.734 -0.390  C1 1.136
8 H 2.700 -0.372 0.859  C1 1.029
9 H 2.441 -0.998 -0.697  C1 1.050
10 H -0.426 1.675 -0.125  O3 1.069
11 H 0.467 -1.715 0.222  C4 1.108
12 H -1.406 -0.583 1.408  C5 1.211
13 H -2.052 -1.460 -0.151  C5 1.154
14 H -2.737 0.965 0.356  N6 0.996
15 H -2.436 0.623 -1.229  N6 1.097

Its structure (SMILES) is C/[N+](O)=C/CN. The energy above the lowest of the compared OMol25 structures with the same formula, charge and spin comes out at 86.0 kcal/mol. The calculation puts the largest force on an atom at 3.955 eV Å⁻¹. The calculation puts the molecular weight at 89.1 g/mol. Its lowest unoccupied orbital energy is -4.17 eV. The net charge is +1. Its electronic energy is -8275.3445 eV.

---

The highest molecular weight belongs to which entry? C60H90F3O44